# 1
{"formula": "C37H63BN10O2P2PbS3", "method": "ωB97M-V/def2-TZVPD", "elements": ["Pb", "C", "C", "C", "C", "N", "C", "C", "N", "B", "N", "C", "C", "N", "C", "S", "C", "C", "C", "C", "N", "C", "C", "N", "C", "S", "C", "C", "C", "C", "C", "S", "H", "H", "H", "H", "H", "H", "H", "H", "H", "H", "H", "H", "H", "H", "H", "H", "H", "H", "H", "H", "H", "H", "H", "H", "H", "H", "H", "H", "H", "H", "H", "H", "H", "H", "C", "P", "C", "C", "C", "C", "C", "C", "C", "P", "C", "C", "H", "H", "H", "H", "H", "H", "H", "H", "H", "H", "H", "H", "H", "H", "H", "H", "O", "C", "N", "O", "C", "N", "C", "C", "N", "N", "C", "C", "H", "H", "H", "H", "H", "H", "H", "H", "H", "H", "H", "H", "H"], "coordinates": [[-0.72133, -1.15037, 0.23371], [4.64767, -0.07295, 4.06445], [3.17193, -0.03241, 3.65135], [2.26830, 0.11903, 4.87976], [2.82713, -1.35815, 3.00348], [2.97364, 1.16375, 2.79348], [3.24588, 2.40288, 3.35599], [2.97536, 3.33224, 2.43502], [2.51760, 2.70745, 1.30274], [2.08733, 3.64302, 0.12934], [0.89450, 4.54159, 0.56606], [0.79148, 5.78284, -0.02192], [-0.23602, 6.43488, 0.53214], [-0.81140, 5.59306, 1.47847], [-0.11782, 4.38394, 1.47352], [-0.41242, 3.01887, 2.40265], [-1.93738, 6.12251, 2.28546], [-3.07202, 6.54633, 1.34858], [-2.49696, 5.15929, 3.32627], [-1.41664, 7.35287, 3.04561], [2.01207, 2.89185, -1.20849], [3.21701, 2.50271, -1.75788], [2.96678, 1.79159, -2.86697], [1.58365, 1.74106, -3.02417], [1.00349, 2.44781, -1.99701], [-0.62029, 2.67986, -1.66315], [1.00022, 0.94857, -4.13997], [1.54824, 1.52177, -5.45178], [1.44610, -0.50509, -3.94344], [-0.52440, 0.93767, -4.21066], [2.52054, 1.35083, 1.49968], [2.10569, 0.21107, 0.30028], [4.81735, -0.92845, 4.72028], [4.94650, 0.82948, 4.60123], [5.28403, -0.17288, 3.18254], [2.40118, -0.73660, 5.54301], [1.22290, 0.15742, 4.57248], [2.49620, 1.02677, 5.44312], [3.02768, -2.13396, 3.74923], [3.43399, -1.54278, 2.12524], [1.77349, -1.40496, 2.73439], [3.59862, 2.52762, 4.36226], [3.05013, 4.40346, 2.50703], [2.99755, 4.44402, -0.00924], [1.47974, 6.11688, -0.77754], [-0.58508, 7.43095, 0.33244], [-3.45613, 5.69049, 0.79341], [-2.74296, 7.29878, 0.63067], [-3.88337, 6.97420, 1.94073], [-2.91635, 4.26483, 2.88459], [-3.29324, 5.69140, 3.85802], [-1.73965, 4.85406, 4.04227], [-1.04819, 8.12264, 2.36623], [-0.60156, 7.06396, 3.71068], [-2.22232, 7.78474, 3.64272], [4.16196, 2.73526, -1.29986], [3.65641, 1.30679, -3.53223], [2.63922, 1.49278, -5.49227], [1.22931, 2.55931, -5.56912], [1.16262, 0.93851, -6.29003], [2.53417, -0.60430, -3.93216], [1.05408, -1.11941, -4.75682], [1.04389, -0.87332, -2.99671], [-0.93167, 1.93432, -4.36470], [-0.97000, 0.49972, -3.31239], [-0.78731, 0.31553, -5.07463], [-5.69403, -1.02117, 1.06402], [-3.90894, -0.91946, 0.56264], [-3.80411, 0.89644, 0.49936], [-4.08264, -1.75921, -1.04687], [-4.96396, -1.20281, -1.97439], [-5.22596, -1.81720, -3.18717], [-4.57583, -3.01488, -3.44000], [-3.68718, -3.55227, -2.52310], [-3.38695, -2.94723, -1.30364], [-2.10121, -3.72866, -0.02376], [-2.24143, -5.58541, -0.27318], [-2.92112, -3.93907, 1.63989], [-6.36814, -0.54006, 0.34942], [-5.82937, -0.56078, 2.04493], [-5.96642, -2.07603, 1.13840], [-4.71110, 1.34827, 0.08373], [-2.94342, 1.27623, -0.04715], [-3.58071, 1.26351, 1.49794], [-5.45000, -0.26290, -1.73609], [-5.91238, -1.38397, -3.90443], [-4.74497, -3.54468, -4.37162], [-3.23357, -4.48730, -2.82930], [-1.76681, -5.98850, -1.16560], [-3.29645, -5.87084, -0.28031], [-1.76291, -6.03036, 0.59868], [-3.79290, -4.60119, 1.58980], [-3.25165, -2.98505, 2.04234], [-2.16250, -4.35722, 2.29813], [-0.13560, -3.16307, 5.03535], [-0.26738, -2.72099, 3.90683], [-0.39510, -2.29349, 2.80888], [-0.73040, -1.41455, -1.83210], [3.75789, -5.67779, -1.38829], [3.03488, -4.60619, -0.73122], [3.70936, -4.08434, 0.44155], [1.77755, -3.98004, -1.05359], [1.35486, -2.98708, -0.35201], [1.06570, -4.35530, -2.14966], [1.25901, -5.44463, -3.08470], [-0.05373, -3.54372, -2.59973], [4.69321, -5.82978, -0.85321], [4.03753, -5.44108, -2.41878], [3.23753, -6.63973, -1.35103], [4.63839, -4.62984, 0.59244], [3.10778, -4.19983, 1.34715], [3.96775, -3.02901, 0.32910], [2.05211, -2.64072, 0.28199], [2.05789, -6.12998, -2.88019], [1.43421, -5.03658, -4.08826], [0.34590, -6.05118, -3.14793], [-0.10264, -2.51135, -2.02753], [-0.94986, -4.15737, -2.63204], [0.19874, -3.19815, -3.61318]], "max_force_ev_per_a": 3.23, "relative_energy_kj_mol": 0.0, "charge": -2, "orbital_gap_ev": 4.8}

---

# 2
{"formula": "C37H63N2O15PS7", "method": "ωB97M-V/def2-TZVPD", "elements": ["C", "C", "O", "C", "O", "C", "C", "C", "C", "C", "O", "C", "N", "C", "C", "N", "C", "C", "P", "S", "H", "H", "H", "H", "H", "H", "H", "H", "H", "H", "H", "H", "H", "H", "H", "C", "C", "C", "S", "O", "O", "C", "H", "H", "H", "H", "H", "H", "H", "H", "C", "C", "C", "S", "O", "O", "C", "H", "H", "H", "H", "H", "H", "H", "H", "C", "C", "C", "S", "O", "O", "C", "H", "H", "H", "H", "H", "H", "H", "H", "C", "C", "C", "S", "O", "O", "C", "H", "H", "H", "H", "H", "H", "H", "H", "C", "C", "C", "S", "O", "O", "C", "H", "H", "H", "H", "H", "H", "H", "H", "C", "C", "C", "S", "O", "O", "C", "H", "H", "H", "H", "H", "H", "H", "H"], "coordinates": [[-1.34525, 3.46178, 2.25573], [-0.82943, 3.27174, 0.84504], [0.59086, 3.19885, 0.95908], [-1.15473, 4.42828, -0.08339], [-2.49995, 4.52863, -0.56803], [-3.39675, 3.53344, -0.36865], [-4.44069, 3.78568, 0.54470], [-5.40411, 2.86638, 0.82445], [-6.49173, 3.16335, 1.80845], [-7.57382, 4.01457, 1.18816], [-8.08460, 3.76199, 0.12567], [-5.35731, 1.62110, 0.15399], [-6.28292, 0.66617, 0.42710], [-6.18949, -0.46732, -0.20455], [-5.16907, -0.70776, -1.15401], [-4.27694, 0.18710, -1.45196], [-4.33521, 1.37777, -0.80150], [-3.34547, 2.35539, -1.07041], [-2.06095, 2.03104, -2.30892], [-1.68645, 3.45854, -3.58222], [-0.70547, 4.17694, 2.76817], [-2.36624, 3.82605, 2.27693], [-1.30457, 2.52490, 2.80393], [-1.19036, 2.31366, 0.45988], [0.98914, 3.21664, 0.08167], [-0.50301, 4.39824, -0.95851], [-0.94042, 5.35175, 0.45134], [-4.44565, 4.74052, 1.04982], [-6.08910, 3.61522, 2.71099], [-6.99548, 2.24290, 2.09771], [-7.90544, 4.89727, 1.76006], [-6.92192, -1.23516, 0.00814], [-5.10395, -1.66866, -1.64948], [-0.92666, 1.68708, -1.56546], [-2.44387, 0.83107, -2.87630], [-5.98355, -1.11913, 5.60914], [-5.34588, -1.19326, 4.21448], [-5.37898, 0.22012, 3.62185], [-5.32317, 1.35073, 5.02310], [-6.55820, 2.09350, 5.07933], [-4.06167, 2.04654, 5.03925], [-5.34500, 0.08534, 6.29180], [-5.81642, -2.03099, 6.17992], [-7.06159, -0.96941, 5.52287], [-4.31297, -1.53416, 4.30418], [-5.86780, -1.89547, 3.56635], [-4.52786, 0.43636, 2.98030], [-6.30252, 0.41174, 3.08108], [-5.89744, 0.46416, 7.14818], [-4.30959, -0.11073, 6.56798], [-1.71307, -2.46899, -5.74764], [-1.23798, -3.76784, -5.08219], [-0.59923, -3.38847, -3.73758], [-1.43059, -1.88190, -3.21302], [-0.47022, -0.80400, -3.18680], [-2.25003, -2.15282, -2.05589], [-2.45448, -1.69632, -4.66518], [-2.36238, -2.66819, -6.59725], [-0.85411, -1.89323, -6.09954], [-2.09679, -4.41962, -4.91751], [-0.52930, -4.30613, -5.70936], [-0.74499, -4.13907, -2.96546], [0.45872, -3.15269, -3.83199], [-2.57738, -0.63605, -4.87897], [-3.41741, -2.15550, -4.44775], [-8.30924, -2.94920, -5.49785], [-7.76608, -3.07512, -4.06692], [-6.73795, -4.21424, -4.06700], [-6.05798, -4.26701, -5.73348], [-6.41361, -5.51938, -6.34603], [-4.67974, -3.83906, -5.70914], [-7.08807, -2.96921, -6.41142], [-8.88767, -2.03720, -5.63254], [-8.95823, -3.79624, -5.72799], [-7.28339, -2.13935, -3.77748], [-8.56093, -3.26989, -3.34913], [-5.91737, -4.05477, -3.37176], [-7.19514, -5.18391, -3.88203], [-7.30466, -3.20778, -7.44965], [-6.52286, -2.03966, -6.34893], [4.15949, 4.46421, 3.78136], [5.40703, 5.17223, 3.23127], [5.68938, 4.58457, 1.84274], [4.09385, 4.05577, 1.20265], [4.12097, 2.61906, 1.07061], [3.69978, 4.87416, 0.08275], [3.13441, 4.47439, 2.65086], [3.77089, 4.95903, 4.67008], [4.40409, 3.43416, 4.04853], [5.21241, 6.24339, 3.14895], [6.26690, 5.04292, 3.88615], [6.11113, 5.30437, 1.14636], [6.32144, 3.69797, 1.89114], [2.33333, 3.74656, 2.75146], [2.71878, 5.46786, 2.48488], [6.45834, -0.63432, -0.82417], [7.05507, -1.83116, -0.07160], [7.65877, -1.29127, 1.22974], [6.70434, 0.17754, 1.65561], [7.57585, 1.32865, 1.59594], [5.93518, -0.07747, 2.84791], [5.65972, 0.15731, 0.20671], [5.83026, -0.94638, -1.65661], [7.26337, -0.01486, -1.22479], [6.26473, -2.54920, 0.15881], [7.81268, -2.34515, -0.66105], [7.58439, -1.99824, 2.05276], [8.69420, -0.98340, 1.09349], [5.44092, 1.18164, -0.07204], [4.73829, -0.35426, 0.48191], [11.42426, -4.84018, 1.87619], [11.21367, -3.46311, 2.52214], [11.70212, -2.40865, 1.52109], [11.47854, -3.13347, -0.11275], [12.77152, -3.31533, -0.71785], [10.42467, -2.44128, -0.81107], [10.87974, -4.72357, 0.45631], [10.91887, -5.62935, 2.43020], [12.48877, -5.08010, 1.84549], [10.15165, -3.31430, 2.72715], [11.74448, -3.37481, 3.46821], [11.13391, -1.48309, 1.56350], [12.76329, -2.19621, 1.63049], [11.23546, -5.49130, -0.22618], [9.79080, -4.68291, 0.44484]], "max_force_ev_per_a": 0.97, "relative_energy_kj_mol": 0.0, "smiles": "C[C@H](O)COc1cc(CC=O)c2nccnc2c1[PH2]=S.O=S1(=O)CCCC1.O=S1(=O)CCCC1.O=S1(=O)CCCC1.O=S1(=O)CCCC1.O=S1(=O)CCCC1.O=S1(=O)CCCC1", "orbital_gap_ev": 7.6}

---

# 3
{"formula": "C37H64I2N2O13P2S", "method": "ωB97M-V/def2-TZVPD", "elements": ["C", "C", "P", "C", "C", "C", "O", "C", "C", "O", "C", "C", "I", "C", "C", "I", "C", "N", "C", "C", "C", "O", "C", "C", "N", "C", "C", "O", "C", "C", "O", "P", "S", "H", "H", "H", "H", "H", "H", "H", "H", "H", "H", "H", "H", "H", "H", "H", "H", "H", "H", "H", "H", "H", "H", "H", "H", "H", "H", "H", "H", "H", "H", "H", "H", "H", "H", "H", "H", "H", "H", "H", "H", "O", "C", "O", "C", "C", "C", "H", "H", "H", "H", "H", "H", "O", "C", "O", "C", "C", "C", "H", "H", "H", "H", "H", "H", "O", "C", "O", "C", "C", "C", "H", "H", "H", "H", "H", "H", "O", "C", "O", "C", "C", "C", "H", "H", "H", "H", "H", "H"], "coordinates": [[0.88456, 3.09789, -1.11588], [2.12363, 2.74918, -0.18035], [1.93780, 1.06618, 0.69256], [3.46799, 0.96390, 1.79299], [3.92093, -0.51029, 2.17644], [1.95724, -0.25181, -0.65939], [2.17059, 0.24613, -1.99463], [3.33681, -0.30232, -2.61005], [4.69047, 0.42292, -2.15055], [5.12679, 0.01949, -0.84090], [5.94376, -1.16056, -0.87290], [3.18276, -0.26491, -4.20065], [3.48186, -2.12287, -5.30505], [2.84856, 0.87924, -4.92172], [2.58196, 2.26339, -4.22516], [2.63863, 0.79415, -7.08578], [0.62612, -1.19111, -0.66920], [0.69816, -1.91427, -1.94242], [-0.42870, -2.44311, -2.35323], [-1.06115, -3.80533, -1.87592], [-1.21585, -1.64333, -3.49639], [-0.48066, -0.29135, -0.52551], [-1.57769, -0.74848, 0.27342], [-1.52433, -0.28317, 1.80638], [-1.34018, 1.18033, 1.97598], [-2.88701, -0.01465, -0.33868], [-2.56430, 1.37135, -1.02193], [-3.86579, 1.93272, -1.43401], [-3.74634, 2.65833, -2.63197], [-3.55892, 1.91147, -4.00832], [-3.84082, 3.89306, -2.55103], [0.92581, -2.44594, 0.73212], [2.13409, -3.83266, 0.07244], [1.17794, 3.92553, -1.82750], [0.55056, 2.21057, -1.73913], [0.01876, 3.45390, -0.48400], [3.11358, 2.81452, -0.74569], [2.15319, 3.55833, 0.62486], [3.18095, 1.48474, 2.77828], [4.33807, 1.56887, 1.37639], [4.11066, -1.19479, 1.30258], [4.89855, -0.41852, 2.75866], [3.16473, -0.91246, 2.91827], [2.80405, -0.97403, -0.39371], [3.50205, -1.40678, -2.36702], [4.58104, 1.55649, -2.11513], [5.53320, 0.22788, -2.89864], [5.31054, -2.11356, -0.86867], [6.67655, -1.20090, -1.73394], [6.55274, -1.21069, 0.09044], [3.03627, 3.14729, -4.76251], [2.93147, 2.26767, -3.14948], [1.45141, 2.39713, -4.18742], [-1.85095, -3.69375, -1.06621], [-1.61325, -4.23818, -2.77370], [-0.25486, -4.53747, -1.58975], [-0.92161, -2.13420, -4.47370], [-0.76954, -0.59663, -3.52742], [-2.32674, -1.61124, -3.30725], [-1.82433, -1.85308, 0.16982], [-0.76883, -0.85717, 2.42408], [-2.55789, -0.53759, 2.22147], [-0.73286, 1.27660, 2.80770], [-0.78538, 1.59423, 1.21998], [-3.68975, 0.12455, 0.44011], [-3.30838, -0.68247, -1.16429], [-2.12080, 2.14488, -0.32263], [-1.86990, 1.30207, -1.91118], [-4.30704, 1.05029, -4.01129], [-2.49966, 1.52800, -4.04854], [-3.83385, 2.59035, -4.86787], [1.49275, -1.80112, 1.89239], [-0.27847, -3.09279, 1.15900], [2.00017, 0.75509, 5.25159], [2.54340, 1.78526, 5.55127], [2.65736, 2.85087, 4.71377], [3.45154, 3.86751, 5.34086], [3.35997, 3.58623, 6.82464], [3.22856, 2.07620, 6.86141], [4.47575, 3.79017, 4.96519], [3.05485, 4.85053, 5.08537], [4.21218, 3.96763, 7.38825], [2.45418, 4.04330, 7.23341], [4.20257, 1.58205, 6.87014], [2.62205, 1.74358, 7.70243], [-2.13342, -5.69152, -4.27696], [-1.88568, -6.67129, -3.62426], [-0.98805, -6.69538, -2.60100], [-0.85825, -8.03921, -2.11544], [-2.13017, -8.74138, -2.53520], [-2.47210, -8.04289, -3.83629], [0.03159, -8.48725, -2.56624], [-0.73613, -8.02503, -1.03200], [-2.01324, -9.82127, -2.63326], [-2.91768, -8.55340, -1.79961], [-1.98064, -8.51063, -4.69217], [-3.54814, -7.98797, -3.99457], [-2.05760, -3.48677, 2.53994], [-1.95089, -3.48458, 3.73915], [-1.22456, -4.39771, 4.43284], [-1.39483, -4.17704, 5.83926], [-1.83335, -2.73475, 5.96507], [-2.62048, -2.52267, 4.68643], [-2.14928, -4.87554, 6.21228], [-0.45323, -4.36627, 6.35551], [-2.40540, -2.53626, 6.87219], [-0.95722, -2.07966, 5.96939], [-3.66883, -2.80782, 4.79998], [-2.53840, -1.49807, 4.32696], [-3.30495, 9.88945, -1.83634], [-3.75293, 8.81496, -1.53444], [-2.99104, 7.75707, -1.15428], [-3.82809, 6.60370, -0.97202], [-5.21588, 7.15492, -0.73199], [-5.20923, 8.42409, -1.56210], [-3.77581, 5.98983, -1.87146], [-3.46706, 6.01949, -0.12489], [-6.00836, 6.45598, -1.00215], [-5.33705, 7.40922, 0.32544], [-5.50712, 8.23673, -2.59600], [-5.83079, 9.20050, -1.11826]], "max_force_ev_per_a": 3.82, "orbital_gap_ev": 7.7}